Entry 1:
DFT (the ωB97M-V functional and the def2-TZVPD basis) results for a structure of composition C27H34MnN5O3P2S3.

Geometry as XYZ:
```
75
Properties=species:S:1:pos:R:3:forces:R:3
Mn 0.6258 0.7603 0.1739 -0.2 0.4 0.2
N -4.9335 4.0724 3.1096 -0.2 -0.1 0.1
C -4.7285 2.7483 3.2031 0.4 0.3 -0.3
S -5.6962 1.6952 3.9839 -0.1 -0.1 0.1
C -3.5083 2.2838 2.4641 -0.2 -0.1 0.1
C -3.2168 2.7406 1.1887 0.0 0.0 -0.1
C -2.1132 2.2391 0.5273 0.1 0.0 0.0
N -1.2923 1.3406 1.0740 0.2 -0.2 0.1
C -1.5552 0.9235 2.3237 -0.1 -0.1 -0.1
C -2.6537 1.3490 3.0358 0.0 0.0 0.0
H -5.7262 4.4676 3.5904 0.0 0.0 0.0
H -4.2288 4.6953 2.7523 0.0 0.0 0.0
H -3.8515 3.4539 0.6811 0.0 0.0 0.0
H -1.8722 2.5688 -0.4731 0.0 0.0 0.0
H -0.8629 0.2131 2.7517 0.0 0.0 0.0
H -2.8510 0.9623 4.0257 0.0 0.0 0.0
C 0.0058 -0.8490 -2.9715 0.0 -0.1 -0.1
P -0.6368 -0.7925 -1.2775 0.0 0.2 0.0
C -0.7873 -2.5010 -0.7121 0.0 0.0 -0.2
C -0.8787 -2.8106 0.6421 -0.1 0.0 0.1
C -1.0688 -4.1248 1.0432 0.0 0.0 0.0
C -1.1627 -5.1338 0.0965 0.0 0.0 0.0
C -1.0801 -4.8297 -1.2553 0.0 0.0 0.0
C -0.8971 -3.5180 -1.6635 0.0 -0.1 0.1
C -2.3370 -0.2014 -1.4473 0.0 0.0 0.0
C -3.3012 -0.5770 -0.5122 0.0 0.0 0.0
C -4.5890 -0.0772 -0.6052 0.0 0.0 0.0
C -4.9249 0.7905 -1.6375 0.0 0.0 0.0
C -3.9737 1.1555 -2.5786 0.0 0.0 0.0
C -2.6785 0.6649 -2.4829 -0.1 0.1 0.0
H 0.2270 0.1529 -3.3310 0.0 0.0 0.1
H -0.7361 -1.2933 -3.6354 0.0 0.0 0.0
H 0.9205 -1.4389 -2.9965 0.0 0.0 0.0
H -0.8018 -2.0326 1.3894 0.0 0.0 0.0
H -1.1397 -4.3577 2.0968 0.0 0.0 0.0
H -1.3034 -6.1587 0.4121 0.0 0.0 0.0
H -1.1607 -5.6143 -1.9952 0.0 0.0 0.0
H -0.8418 -3.3068 -2.7217 0.0 0.0 0.0
H -3.0560 -1.2592 0.2915 0.0 0.0 0.0
H -5.3309 -0.3670 0.1266 0.0 0.0 0.0
H -5.9333 1.1752 -1.7120 0.0 0.0 0.0
H -4.2357 1.8207 -3.3902 0.0 0.0 0.0
H -1.9488 0.9713 -3.2213 0.0 0.0 0.0
O 2.4539 4.0160 -0.3211 0.0 0.0 0.0
S 1.1595 3.5095 0.0148 0.3 -0.8 0.3
O 0.1260 4.4131 0.3886 -0.2 0.0 0.0
O 1.2994 2.3469 1.0438 -0.2 0.5 -0.5
S 0.5046 2.2336 -1.5306 0.0 0.2 -0.1
N 1.0454 -0.5050 1.5424 0.0 -0.2 0.3
C 1.6118 -0.9947 2.4622 0.2 0.1 -0.5
N 2.1267 -1.5153 3.4527 -0.2 -0.1 0.6
C 3.3361 -2.0007 3.6685 0.0 0.1 -0.3
N 4.3843 -2.4292 3.8820 0.1 0.0 0.0
C 5.3543 0.7696 1.1916 0.0 0.0 0.1
C 3.8826 1.1756 1.0702 0.1 0.0 0.0
P 3.0070 0.3767 -0.3108 -0.1 -0.1 0.0
C 3.5437 -1.3632 -0.2575 0.1 0.0 0.1
C 2.7753 -2.4263 -1.0234 -0.1 -0.1 -0.1
C 3.7325 1.1297 -1.7916 0.1 0.1 0.0
C 3.3550 0.5757 -3.1552 0.0 0.0 -0.1
H 5.7940 1.3310 2.0155 0.0 0.0 0.0
H 5.9310 1.0084 0.2983 0.0 0.0 0.0
H 5.4852 -0.2868 1.4196 0.0 0.0 0.0
H 3.7778 2.2493 0.9112 0.0 0.0 0.0
H 3.3366 0.9459 1.9844 0.0 0.0 0.0
H 3.5957 -1.6233 0.8019 0.0 0.0 0.0
H 4.5808 -1.3119 -0.6062 0.0 -0.1 0.0
H 1.7191 -2.4431 -0.7574 0.0 0.1 0.0
H 3.1734 -3.4085 -0.7699 0.0 0.0 0.0
H 2.8685 -2.3074 -2.1020 0.0 0.0 0.0
H 4.8070 0.9923 -1.6225 0.0 0.1 0.0
H 3.5322 2.2010 -1.7145 0.0 0.0 0.0
H 3.5404 -0.4957 -3.2339 0.0 0.0 0.0
H 3.9612 1.0614 -3.9190 0.0 0.0 0.0
H 2.3142 0.7741 -3.3958 0.0 0.0 0.0
```
Forces are in eV/Å.

ΔE to the lowest compared entry with this formula, charge and spin = 0.0 kJ/mol
Charge = +1
2S+1 = 4
M = 689.7 g mol⁻¹
Expectation value of S² = 4.128

Entry 2:
DFT (the ωB97M-V functional and the def2-TZVPD basis) results for a structure of composition C27H34N5OPS2W.

Geometry as XYZ:
```
71
Properties=species:S:1:pos:R:3:forces:R:3
W 0.6825 -0.1518 0.5637 1.4 -1.1 -0.9
C -5.5337 3.1343 -0.8137 0.0 0.0 0.0
C -4.9737 3.1846 0.4556 0.0 0.0 0.1
C -3.7791 2.5341 0.7199 0.0 0.0 0.0
C -3.1468 1.8311 -0.3027 0.3 0.0 -0.2
C -3.7016 1.7849 -1.5800 0.0 0.0 0.0
C -4.9012 2.4329 -1.8300 0.0 0.0 0.0
P -1.6434 0.8682 0.0262 -0.4 -0.1 0.9
C -0.8555 1.6101 1.5376 -0.2 -0.4 -0.1
C -0.7064 0.9308 2.7622 -0.2 0.0 -0.4
C -0.0241 1.5392 3.8187 0.3 0.3 0.2
C 0.5163 2.8022 3.6728 -0.1 -0.4 0.3
C 0.3521 3.4973 2.4734 -0.1 0.0 -0.5
C -0.3210 2.9132 1.4226 0.1 0.4 0.1
C -2.1265 -0.7550 0.6518 -0.2 -0.1 -0.1
C -3.4087 -1.2712 0.7563 0.0 0.1 0.0
C -3.5658 -2.5556 1.2580 -0.1 0.0 0.0
C -2.4514 -3.2728 1.6692 0.1 0.0 0.0
C -1.1703 -2.7433 1.5462 0.1 -0.1 0.1
C -0.9666 -1.4807 0.9974 -0.2 0.7 -0.2
H -6.4671 3.6444 -1.0105 0.0 0.0 0.0
H -5.4715 3.7287 1.2473 0.0 0.0 0.0
H -3.3480 2.5675 1.7117 0.0 0.0 0.0
H -3.2061 1.2347 -2.3715 0.0 0.0 0.0
H -5.3410 2.3913 -2.8174 0.0 0.0 0.0
H -1.2237 -0.0017 2.9372 0.1 -0.1 -0.1
H 0.0446 1.0286 4.7708 0.0 0.0 0.0
H 1.0362 3.2670 4.5005 0.0 0.0 0.0
H 0.7438 4.5003 2.3672 0.0 0.0 0.0
H -0.4724 3.4667 0.5053 0.0 0.0 0.0
H -4.2615 -0.6764 0.4517 0.0 0.0 0.0
H -4.5538 -2.9886 1.3403 0.0 0.0 0.0
H -2.5758 -4.2594 2.0969 0.0 0.0 0.0
H -0.3427 -3.3377 1.9113 0.1 0.0 0.0
N 2.6904 -1.1384 4.3243 -0.1 -0.1 0.1
C 2.3458 -0.8082 3.0906 0.0 -0.1 0.0
O 1.2844 -1.2381 2.5779 0.0 0.2 -0.6
C 3.2193 0.0808 2.2666 -0.2 0.0 -0.1
C 2.8832 -0.2308 0.8020 0.1 0.2 0.2
H 2.0900 -1.7303 4.8783 0.0 0.0 0.0
H 3.5407 -0.7954 4.7380 0.0 0.0 0.0
H 4.2743 -0.0675 2.5066 0.0 0.1 0.0
H 2.9691 1.1192 2.5151 0.0 0.0 0.1
H 3.3421 -1.1872 0.5409 -0.3 -0.1 0.0
H 3.3674 0.5124 0.1754 -0.1 0.0 -0.1
C -0.3745 1.4413 -3.5209 -0.1 0.0 0.1
N 1.0683 1.4449 -3.5446 0.1 0.0 0.0
C 1.8038 1.2499 -4.7987 0.1 0.0 0.0
C 3.2775 1.3033 -4.3567 0.0 0.0 0.0
N 3.1538 1.4752 -2.9075 0.1 0.0 -0.2
C 1.8879 1.5766 -2.5107 0.1 -0.3 -0.2
S 1.4271 1.9449 -0.9001 -0.4 0.0 0.5
H -0.7498 2.0133 -4.3691 0.0 0.0 0.0
H -0.7204 1.9046 -2.6011 0.0 0.0 0.0
H -0.7607 0.4206 -3.5786 0.0 0.0 0.0
H 1.5523 2.0435 -5.5023 0.0 0.0 0.0
H 1.5377 0.2925 -5.2473 0.0 0.0 0.0
H 3.8151 2.1388 -4.8017 0.0 0.0 0.0
H 3.8128 0.3833 -4.5844 0.0 0.0 0.0
H 3.9344 1.6789 -2.3090 -0.1 0.0 0.1
C 2.1385 -5.5680 -1.4744 0.0 -0.1 0.1
N 1.6823 -4.2177 -1.7710 0.1 -0.1 0.0
C 1.5890 -3.2504 -0.8745 0.0 -0.2 0.1
N 1.9224 -3.5036 0.3855 -0.1 -0.1 -0.1
S 1.0794 -1.6911 -1.4180 -0.2 1.0 1.0
H 2.1902 -6.1309 -2.4003 0.0 0.0 0.0
H 1.4468 -6.0789 -0.8016 0.0 0.0 0.0
H 3.1343 -5.5512 -1.0280 0.0 0.0 0.0
H 1.4155 -3.9940 -2.7150 0.0 0.0 0.0
H 2.1217 -4.4455 0.6833 0.0 0.0 0.0
H 1.7717 -2.7943 1.0854 -0.1 0.2 0.1
```
Forces are in eV/Å.

ΔE to the lowest compared entry with this formula, charge and spin = 174.2 kJ/mol
Charge = +2
M = 723.6 g mol⁻¹

Entry 3:
DFT (the ωB97M-V functional and the def2-TZVPD basis) results for a structure of composition C27H34N7O2PS6Ti.

Geometry as XYZ:
```
78
Properties=species:S:1:pos:R:3:forces:R:3
Ti -0.0262 -0.7541 0.1242 1.0 2.1 0.5
C -3.7720 -0.8373 2.2793 0.1 0.0 -0.1
C -2.3437 -0.6833 1.8430 -0.4 0.2 0.3
N -1.9689 -0.7743 0.5192 0.3 -0.1 0.2
N -2.9486 -1.2226 -0.3614 0.1 -0.1 -0.1
C -3.1839 -0.5684 -1.5235 -0.3 0.3 0.3
N -3.6726 -1.3437 -2.5201 0.0 -0.1 -0.1
S -3.0627 1.0890 -1.6884 0.1 -0.1 -0.1
C -1.3009 -0.4503 2.6935 -0.2 0.2 -0.2
C -1.4169 -0.4298 4.1250 0.1 0.1 0.1
C -0.3239 -0.2622 4.8902 0.2 0.1 0.1
C 0.9562 -0.0809 4.2566 -0.1 0.1 0.2
C 1.0407 -0.0911 2.9117 -0.2 0.1 -0.1
N -0.0495 -0.2640 2.0706 0.1 -0.8 0.4
H -4.0134 -1.8688 2.5583 0.0 0.0 0.0
H -4.4355 -0.5463 1.4657 -0.1 0.0 0.0
H -3.9846 -0.2016 3.1384 0.0 0.0 0.0
H -3.0534 -2.2285 -0.3714 0.1 -0.1 -0.1
H -3.4710 -2.3308 -2.5354 0.1 0.0 0.0
H -3.7656 -0.8904 -3.4120 -0.1 0.0 0.0
H -2.3871 -0.5816 4.5785 0.0 0.0 -0.1
H -0.4041 -0.2666 5.9703 0.0 0.0 0.0
H 1.8571 0.0443 4.8415 0.0 0.0 0.0
H 1.9945 0.0333 2.4224 0.0 0.0 -0.1
S 5.7401 3.7100 -1.3447 0.0 0.0 0.0
C 4.5132 2.6310 -1.1866 0.0 0.0 0.0
S 2.8973 2.9386 -1.7349 0.0 0.0 0.0
C 2.1782 1.4423 -1.1831 -0.2 0.1 -0.1
C 3.0042 0.5655 -0.5972 0.2 -0.1 0.1
S 2.4814 -0.9748 0.0103 0.0 0.0 0.2
S 4.6796 1.0705 -0.4654 -0.1 0.0 0.0
S 0.4638 1.1920 -1.3590 0.0 0.2 -0.2
C -1.9927 5.4534 1.4258 -0.1 0.0 0.2
N -1.1688 5.0967 0.1918 0.0 -0.2 -0.1
C 0.3227 5.2776 0.5057 0.1 -0.1 0.2
N 0.6840 4.5787 1.6820 0.2 0.0 0.2
C -0.1413 4.9961 2.8070 -0.1 -0.1 -0.2
N -1.5564 4.7285 2.5625 0.0 -0.1 0.2
C -1.8169 3.2714 2.4599 0.1 0.0 -0.2
P -0.9459 2.3700 1.0323 -0.6 0.9 0.6
C -1.4579 3.6810 -0.2153 0.1 -0.4 0.0
C 0.7084 3.1161 1.5029 -0.2 0.0 -0.2
H -3.0299 5.2144 1.1957 0.0 0.0 -0.1
H -1.8903 6.5258 1.5928 0.1 0.0 -0.1
H -1.4154 5.7154 -0.5788 0.0 0.1 0.0
H 0.4893 6.3479 0.6322 -0.1 0.1 0.0
H 0.8846 4.9032 -0.3492 -0.1 0.0 -0.1
H -0.0063 6.0693 2.9641 0.0 0.0 0.0
H 0.1731 4.4679 3.7050 0.0 0.0 0.0
H -2.8951 3.1126 2.3798 0.0 0.0 0.0
H -1.4869 2.8128 3.3945 -0.1 -0.1 0.0
H -2.5299 3.5741 -0.3828 0.0 0.1 0.0
H -0.9446 3.4594 -1.1490 0.1 0.1 0.0
H 1.4609 2.8670 0.7569 0.0 0.0 0.0
H 1.0064 2.6614 2.4494 0.1 0.0 0.0
C 3.1469 -6.2161 -4.5709 0.0 0.1 0.0
C 2.4009 -5.2714 -3.6684 0.0 0.0 0.0
C 1.7341 -4.1672 -4.1786 0.1 0.0 0.0
C 1.0223 -3.2921 -3.3692 -0.1 0.1 0.0
C 0.3748 -2.1048 -4.0416 0.0 0.0 0.1
C 0.9565 -3.5550 -1.9809 0.1 -0.2 0.0
C 1.6258 -4.6804 -1.4440 -0.1 0.1 0.1
C 1.6205 -5.0432 0.0221 0.0 0.1 -0.1
C 2.3396 -5.5039 -2.3019 0.0 0.0 0.0
C 0.2184 -2.6436 -1.0960 -0.5 -0.6 -0.3
O 0.1846 -2.7418 0.1830 0.3 -0.7 -0.4
O -0.4331 -1.6382 -1.5667 0.0 -1.1 -0.7
H 3.4026 -5.7386 -5.5162 0.0 0.0 0.0
H 2.5299 -7.0903 -4.7891 0.0 0.0 0.0
H 4.0640 -6.5652 -4.0968 0.0 0.0 0.0
H 1.7792 -3.9715 -5.2442 0.0 0.0 0.0
H 0.5595 -2.1383 -5.1144 0.0 0.0 0.0
H 0.7647 -1.1685 -3.6410 0.0 0.0 0.0
H -0.7006 -2.0837 -3.8692 0.0 0.0 0.0
H 2.1935 -4.3172 0.6000 0.0 0.0 0.0
H 2.0642 -6.0295 0.1558 0.0 0.0 0.0
H 0.6142 -5.0478 0.4330 0.0 0.0 0.0
H 2.8645 -6.3575 -1.8856 0.0 0.0 0.0
```
Forces are in eV/Å.

ΔE to the lowest compared entry with this formula, charge and spin = 114.7 kJ/mol
M = 759.9 g mol⁻¹